a) Computed, not measured: 15 unconnected molecules or ions with the total composition C5H41NO14S, with the ωB97M-V functional and the def2-TZVPD basis.

Output
Gap between HOMO and LUMO   8.6 eV
LUMO level   -0.2 eV

```
62
Properties=species:S:1:pos:R:3:lowdin_charge:R:1
C -2.44965 -2.74897 0.02802 -0.227
C -1.99442 -1.93602 -1.20170 -0.314
C -1.52282 -2.81263 -2.28350 -0.593
S -0.70034 -2.03096 -3.72018 0.704
C -1.29245 -3.22861 0.88567 -0.228
N -0.89086 -2.33564 2.03894 -0.092
C -0.52456 -1.01581 1.60760 -0.173
H -3.14930 -2.16949 0.60686 0.090
H -2.91960 -3.79294 -0.34495 0.151
H -2.97545 -1.45562 -1.45431 0.097
H -1.45758 -0.90479 -0.79555 0.157
H -2.33504 -3.44220 -2.64989 0.078
H -0.80038 -3.62983 -2.01316 0.080
H 0.57566 -1.85000 -3.27093 -0.179
H -0.35496 -3.34542 0.19800 0.117
H -1.70589 -4.26569 1.22898 0.134
H -1.53624 -2.36283 2.74539 0.064
H -1.29121 -0.16455 1.37483 0.092
H -0.09058 -0.47054 2.45924 0.063
H 0.27540 -1.18797 0.74400 0.092
H -1.08135 2.17876 3.34880 -0.006
H -2.52183 2.68559 2.97436 -0.025
O -2.01850 2.10646 3.44094 -0.006
H 0.94497 0.58488 4.79838 0.087
H 2.11734 1.23069 4.10479 0.019
O 1.19286 1.27420 4.13651 -0.036
H 2.90442 -3.95610 -1.65834 0.097
H 2.22164 -2.52202 -1.12008 -0.019
O 2.64302 -2.98727 -1.86008 -0.117
H 2.93439 0.06094 0.36778 0.061
H 1.63127 0.65089 0.86227 -0.029
O 2.18114 -0.01297 1.02907 -0.017
H -1.00193 4.69373 1.74953 0.068
H -0.87394 3.64103 0.65949 -0.018
O -1.45720 3.88808 1.39481 -0.088
H 2.09927 3.26332 -2.47369 0.052
H 2.68183 1.70581 -2.24470 -0.024
O 2.56883 2.60391 -1.94615 -0.057
H 3.63477 -0.12187 -2.53008 -0.007
H 2.24863 -0.60979 -2.66103 0.040
O 2.85690 0.08877 -2.99386 -0.028
H -4.34808 0.70054 2.56476 0.077
H -2.90605 0.42218 2.47167 -0.011
O -3.73979 -0.02123 2.18333 -0.119
H 4.75560 1.25727 -0.79990 0.128
H 5.33442 -0.08112 0.06481 0.116
O 4.63752 0.22376 -0.62940 -0.131
H 1.33260 -2.96434 1.29296 0.033
H 1.87890 -1.69433 0.67241 -0.088
O 1.92777 -2.58740 0.66623 -0.026
H 0.14481 4.19632 -0.60169 0.085
H 1.33504 3.39842 -0.64944 -0.032
O 0.63123 3.53266 -0.08422 -0.020
H -3.12390 0.81766 -3.81803 -0.032
H -3.83505 -0.18062 -2.98356 -0.105
O -3.87120 0.45949 -3.51695 0.096
H -0.54821 2.37947 -4.54502 0.083
H -0.10019 1.95454 -3.04212 -0.064
O -0.38057 2.57656 -3.59088 -0.009
H 0.82713 3.35596 3.72914 0.044
H 0.56337 3.13397 2.19546 0.003
O 0.71837 3.82373 2.85841 -0.091
```

***

b) Computed, not measured: 15 unconnected molecules or ions with the total composition C5H41NO14S, with the ωB97M-V functional and the def2-TZVPD basis.

Output
Gap between HOMO and LUMO   7.8 eV
LUMO level   -0.3 eV

```
62
Properties=species:S:1:pos:R:3:lowdin_charge:R:1
C -0.84368 -0.86562 -0.75541 -0.259
C -1.31770 -1.65534 -2.01743 -0.552
S -0.35667 -1.18189 -3.48493 0.764
C -1.10604 0.59003 -0.95186 -0.205
N -1.84650 1.20511 0.22585 -0.297
C -3.05479 1.99431 -0.08648 -0.064
C -0.91748 1.82655 1.17047 -0.101
H -1.05526 -1.28373 0.24108 0.098
H 0.29437 -1.04303 -0.72421 0.099
H -2.29597 -1.34392 -2.41116 0.016
H -1.44016 -2.72718 -1.67233 0.071
H 0.88290 -1.55212 -3.26888 -0.188
H -0.15762 1.18248 -1.00740 0.100
H -1.72256 0.75847 -1.84541 0.084
H -2.83618 3.01929 0.28431 0.085
H -3.92857 1.59078 0.38325 0.054
H -3.20419 1.98586 -1.18644 0.087
H 0.12240 1.48824 0.99351 0.071
H -1.34319 1.81087 2.20284 0.093
H -0.89627 2.88958 0.75136 0.082
H 5.07897 -0.36241 1.64713 0.029
H 5.26444 -1.64023 0.66553 0.034
O 4.74767 -1.21177 1.34624 -0.063
H -2.93198 -0.48563 1.22722 0.041
H -4.30410 -1.00834 1.11975 0.067
O -3.39885 -1.28027 0.89926 -0.074
H 1.11147 -1.75684 3.42972 0.013
H 2.49762 -1.14416 3.66946 0.035
O 1.56654 -1.04338 3.89947 -0.053
H 3.59727 -0.06612 -1.63711 0.044
H 3.48015 -1.34629 -2.49106 0.037
O 3.38692 -1.00558 -1.59598 -0.064
H 1.95769 -2.26682 0.75165 0.024
H 2.81818 -3.23353 -0.04441 0.050
O 2.00997 -2.71579 -0.09601 -0.052
H -0.65914 -3.66713 2.32334 0.017
H -0.42210 -3.99967 3.90919 0.041
O -0.05122 -3.75967 3.06177 -0.049
H -3.61413 -1.83128 -0.78315 -0.006
H -4.69276 -2.97600 -0.92077 0.040
O -3.89568 -2.60444 -1.30522 -0.083
H 4.36321 3.21172 0.96051 0.061
H 3.26653 2.19705 1.28496 0.002
O 3.51393 2.89256 0.63775 -0.062
H 2.16024 -0.10309 1.89978 0.037
H 2.62924 1.00697 2.77888 0.070
O 2.80384 0.61654 1.90539 -0.063
H 0.12848 5.59758 1.91480 0.001
H -1.07436 4.83558 2.63287 0.007
O -0.83714 5.58199 2.08772 -0.092
H 1.52616 3.31212 -0.67088 -0.006
H 0.83379 4.21656 -1.58077 0.052
O 0.96091 3.26646 -1.45414 -0.048
H -3.04949 0.31079 -3.54147 -0.013
H -4.35468 -0.42835 -3.67697 0.040
O -3.97070 0.45564 -3.77315 -0.057
H 1.48480 3.74803 2.34761 0.050
H 2.09670 4.25964 1.05214 0.012
O 1.53889 4.53024 1.79150 -0.053
H -1.62173 -4.28218 -0.14114 0.027
H 0.00808 -4.06392 -0.44029 0.021
O -0.70816 -4.50839 0.03192 -0.053
```

***

Most stable structure, least stable structure: b), a).

***

a) Computed, not measured: a molecular structure, H10NaO5, with the ωB97M-V functional and the def2-TZVPD basis.

Output
Total charge   +1
Gap between HOMO and LUMO   12.0 eV
LUMO level   -3.3 eV

```
16
Properties=species:S:1:pos:R:3:lowdin_charge:R:1
Na 0.22207 0.17116 0.23272 0.547
O -1.76786 0.32388 -1.38087 -0.023
H -2.42471 0.99122 -1.57945 0.063
H -1.97241 -0.39841 -1.97474 0.059
O 0.33221 -2.19351 0.00806 -0.028
H 0.79221 -2.56237 0.76210 0.067
H -0.45676 -2.72877 -0.07711 0.065
O 0.80024 2.55312 0.28458 -0.027
H 0.58267 3.20008 0.95566 0.065
H 1.57840 2.90672 -0.14632 0.060
O -2.04226 -0.45964 1.72009 -0.030
H -2.86560 -0.29091 1.26197 0.047
H -2.09815 -1.37812 1.98370 0.047
O 2.75251 0.06625 -0.56181 -0.025
H 3.12671 -0.81469 -0.54941 0.053
H 3.44078 0.61405 -0.93920 0.057
```

***

b) Computed, not measured: a molecular structure, H10NaO5, with the ωB97M-V functional and the def2-TZVPD basis.

Output
Total charge   +1
Gap between HOMO and LUMO   12.2 eV
LUMO level   -3.5 eV

```
16
Properties=species:S:1:pos:R:3:lowdin_charge:R:1
Na -15.59814 -0.16505 18.88172 0.449
O -14.15191 -0.67882 20.72649 -0.015
H -14.32513 0.10411 21.23126 0.054
H -13.24792 -0.95096 20.90346 0.073
O -14.15569 1.71934 18.89174 -0.043
H -13.36531 1.24162 18.59900 0.067
H -14.43357 2.22947 18.11737 0.068
O -17.24893 1.51127 18.53699 -0.008
H -17.51149 2.40033 18.73924 0.064
H -17.92954 1.24863 17.92398 0.065
O -15.06686 -0.61085 16.79657 -0.028
H -14.58782 -1.43336 16.60452 0.092
H -14.63953 0.08458 16.32951 0.053
O -16.40719 -2.42122 19.14342 0.014
H -15.82603 -3.12823 19.05329 0.033
H -17.10499 -2.44725 18.50294 0.061
```

***

Most stable structure, least stable structure: a), b).

***

a) Computed, not measured: C16H24O5 in the gas phase, with the ωB97M-V functional and the def2-TZVPD basis.

Output
Gap between HOMO and LUMO   10.1 eV
LUMO level   0.8 eV

```
45
Properties=species:S:1:pos:R:3:lowdin_charge:R:1
C 3.62121 1.00328 1.81701 -0.068
O 3.34626 0.47316 0.53867 -0.155
C 3.70562 -0.87353 0.39285 -0.406
C 2.96361 -1.43819 -0.83130 -0.038
C 1.55479 -1.89020 -0.48870 -0.221
O 0.95797 -1.43890 0.69734 0.015
C 0.39045 -0.99460 -0.50172 -0.200
C 0.48936 0.48458 -0.83849 -0.290
O 0.20199 0.69930 -2.19651 0.011
C -0.48254 1.27298 0.06295 -0.332
C -0.27504 2.77747 -0.09805 -0.013
O -1.77868 0.85520 -0.33050 -0.114
C -2.82591 1.17778 0.56265 -0.158
C -3.94162 0.18620 0.36225 -0.197
C -5.20307 0.58953 -0.04964 -0.041
C -6.21016 -0.34273 -0.23405 -0.086
C -5.96093 -1.68663 -0.01781 -0.093
C -4.70124 -2.09668 0.38698 -0.080
C -3.69816 -1.16485 0.57895 -0.033
O 5.09839 -1.03523 0.32051 -0.124
C 5.72566 -0.36922 -0.75970 -0.084
H 3.36689 2.06044 1.77207 0.090
H 4.67840 0.88683 2.07308 0.093
H 3.00913 0.50523 2.57666 0.096
H 3.42089 -1.44492 1.29042 0.166
H 3.52682 -2.29833 -1.19403 0.128
H 2.93680 -0.67500 -1.61015 0.131
H 1.36087 -2.94229 -0.69109 0.145
H -0.58256 -1.42656 -0.73517 0.150
H 1.50829 0.83571 -0.65938 0.141
H -0.75541 0.61006 -2.29632 0.101
H -0.29808 0.97927 1.10825 0.157
H 0.73212 3.03877 0.21296 0.082
H -0.40608 3.05393 -1.14146 0.089
H -0.98617 3.33149 0.50993 0.075
H -3.18572 2.20086 0.38240 0.125
H -2.46025 1.11667 1.59939 0.138
H -5.40024 1.63764 -0.22420 0.110
H -7.19054 -0.01848 -0.55119 0.101
H -6.74592 -2.41372 -0.16522 0.100
H -4.50222 -3.14481 0.55654 0.102
H -2.71517 -1.47940 0.89788 0.115
H 5.55840 -0.89563 -1.70446 0.086
H 6.78972 -0.36411 -0.53158 0.091
H 5.36211 0.65764 -0.84905 0.094
```

***

b) Computed, not measured: 2 unconnected molecules or ions with the total composition C16H24O5, with the ωB97M-V functional and the def2-TZVPD basis.

Output
Gap between HOMO and LUMO   8.9 eV
LUMO level   -1.0 eV

```
45
Properties=species:S:1:pos:R:3:lowdin_charge:R:1
C -2.75532 0.19424 -2.21376 0.019
C -3.79625 0.67729 -1.23526 -0.530
O -4.08322 1.83399 -1.08975 0.116
O -4.41088 -0.32388 -0.54411 -0.036
C -4.37360 -0.20408 0.89655 -0.150
C -3.24083 -1.05890 1.48545 -0.160
C -2.25370 -0.26485 2.35857 -0.189
C -1.02398 0.25220 1.57911 -0.207
C 0.25904 0.18091 2.39604 -0.232
C 1.51566 0.59208 1.62067 -0.208
C 1.69323 -0.15697 0.30285 -0.215
C 3.09024 0.02115 -0.30219 -0.135
C 3.11070 -0.17246 -1.79204 -0.140
C 2.46585 -1.13696 -2.44496 0.056
C 2.54987 -1.23918 -3.92670 -0.383
O 2.46197 -2.29622 -4.50368 0.108
C 2.77527 0.04532 -4.65317 0.018
C 3.43512 1.00714 -4.02459 0.020
C 3.91056 0.78431 -2.62678 -0.338
O 4.90385 1.32631 -2.20380 0.123
H -3.19105 0.11808 -3.21103 0.091
H -1.93355 0.90719 -2.22785 0.086
H -2.38688 -0.79299 -1.93990 0.077
H -5.34763 -0.54530 1.24012 0.122
H -4.24127 0.84962 1.14588 0.116
H -3.65924 -1.90033 2.04001 0.108
H -2.71532 -1.49699 0.63322 0.106
H -1.90643 -0.92280 3.15839 0.105
H -2.78546 0.57914 2.80394 0.109
H -0.95105 -0.31177 0.64534 0.091
H -1.20043 1.29722 1.29839 0.123
H 0.15443 0.86955 3.23661 0.098
H 0.41094 -0.80698 2.83893 0.111
H 1.45592 1.66630 1.41426 0.118
H 2.38710 0.44195 2.26553 0.115
H 1.44432 -1.21392 0.44016 0.121
H 0.96271 0.23323 -0.41369 0.109
H 3.75762 -0.72702 0.13711 0.135
H 3.49182 1.00633 -0.06358 0.119
H 1.86187 -1.88806 -1.94809 0.131
H 2.41293 0.14101 -5.66847 0.121
H 3.67019 1.96529 -4.47095 0.122
O 0.67693 -0.00892 5.49885 -0.052
H -0.05541 0.33216 6.02223 0.041
H 1.45336 0.14657 6.04614 0.040
```

***

Most stable structure, least stable structure: b), a).

***

a) Computed, not measured: a molecular structure, CH3IOS2, with the ωB97M-V functional and the def2-TZVPD basis.

Output
Gap between HOMO and LUMO (spin up / spin down)   8.1 / 8.1 eV
LUMO level (spin up / spin down)   -1.6 / -1.6 eV

```
8
Properties=species:S:1:pos:R:3:lowdin_charge:R:1
C -0.18301 0.52202 0.00788 -0.380
O 0.59658 -1.07353 2.51276 -0.567
S 1.13490 1.65308 0.64196 0.446
S 1.91425 0.65724 2.22204 0.047
I 3.79738 -0.79381 1.68215 0.425
H -1.15452 0.92168 0.08294 0.025
H -0.12795 -0.35054 0.74059 0.018
H 0.03361 0.23402 -0.93527 -0.014
```

***

b) Computed, not measured: 2 unconnected molecules or ions with the total composition CH3IOS2, with the ωB97M-V functional and the def2-TZVPD basis.

Output
Gap between HOMO and LUMO (spin up / spin down)   7.4 / 7.4 eV
LUMO level (spin up / spin down)   -1.0 / -1.0 eV

```
8
Properties=species:S:1:pos:R:3:lowdin_charge:R:1
C 1.79321 -0.00698 -1.05889 -0.409
O -2.05323 0.37326 0.50480 -0.907
S 1.21972 -0.40291 1.80869 0.027
S 0.51584 -0.40552 -0.06773 0.409
I -3.28610 -0.83583 1.45623 0.815
H 1.60587 0.27429 -2.01868 -0.047
H 2.93646 -0.02487 -0.70512 0.085
H -2.73176 1.02856 0.08070 0.026
```

***

Most stable structure, least stable structure: b), a).